1.
This record from the OMol25 dataset describes a 2-piece molecular cluster, C3H12N2S overall. The level of theory is ωB97M-V with the def2-TZVPD basis set.

Structure (XYZ):
```
18
Properties=species:S:1:pos:R:3:forces:R:3
C 2.348102 -0.837520 -1.095171 1.195 -0.624 -0.066
S 2.217042 -0.328372 0.654046 -0.166 0.669 -1.476
C 1.782412 1.421489 0.265063 -0.837 -0.992 1.981
H 2.551389 -1.909965 -1.160526 -0.419 -0.015 0.264
H 3.268478 -0.422348 -1.519990 -0.223 0.340 0.080
H 1.523847 -0.594464 -1.762764 -0.285 0.106 0.397
H 1.687440 1.835748 1.275771 0.259 0.368 -0.226
H 2.482555 1.997174 -0.317599 0.159 -0.131 -0.320
H 0.749159 1.393895 -0.079073 0.228 0.315 -0.651
N -2.078118 0.489238 1.358120 -0.066 0.269 0.106
C -2.461926 -0.729924 0.681076 0.868 -0.397 -0.480
N -1.793200 -0.964544 -0.647934 -1.510 0.593 0.647
H -1.074022 0.516262 1.463024 0.212 -0.120 0.237
H -2.310400 1.321926 0.829331 -0.240 -0.073 -0.090
H -2.183425 -1.565371 1.322628 -0.074 0.021 0.074
H -3.542444 -0.749899 0.548914 0.032 -0.024 -0.101
H -2.290544 -0.312402 -1.253055 0.232 -0.223 -0.395
H -0.876345 -0.560923 -0.561862 0.634 -0.081 0.017
```
Forces are in eV/Å.

Computed properties:
LUMO = 0.031 Eh
Kohn-Sham gap = 9.7 eV
energy relative to the best compared isomer or geometry (same formula, charge and spin) = 0.347 eV
energy = -629.1667 hartree
SMILES = CSC.NCN
E_HOMO = -8.9 eV
charge = 0

Here are the Mulliken charges for atoms 1 to 8, given in e: C -0.8712; S -0.0529; C -0.7781; H 0.3166; H 0.3145; H 0.2741; H 0.2884; H 0.3369

---

2.
This record from the OMol25 dataset describes a 2-piece molecular cluster, C3H12N3 overall. The level of theory is ωB97M-V with the def2-TZVPD basis set.

Structure (XYZ):
```
18
Properties=species:S:1:pos:R:3:forces:R:3
C -0.873359 0.318663 -3.460495 1.577 0.119 -0.074
N -0.196097 -0.507590 -2.448557 0.000 0.211 0.280
C 0.137255 -0.125165 -1.232015 -1.355 0.064 -0.245
N 0.422701 -0.929188 -0.240376 0.664 -0.208 -0.266
H -1.955741 0.280351 -3.367409 0.103 0.171 0.021
H -0.516585 -0.076940 -4.411430 -0.480 0.057 -0.116
H -0.410495 1.307405 -3.395065 -0.689 0.123 0.019
H -0.134593 -1.472845 -2.698676 0.087 -0.608 0.174
H 0.003435 0.950423 -1.029992 0.232 -0.581 0.071
H 0.603810 -1.933656 -0.417893 -0.334 1.025 0.347
H 0.543481 -0.506449 0.725801 0.080 -0.394 -0.059
C -0.121825 0.440153 3.460585 -0.693 0.804 -0.403
N 0.834788 0.121381 2.375257 0.699 0.001 0.645
H 0.270005 0.650598 4.453485 0.541 -0.391 -0.039
H -0.902492 -0.303999 3.531597 0.007 -0.334 0.019
H -0.616937 1.372154 3.189320 -0.152 -0.032 -0.148
H 1.393068 0.961290 2.221955 -0.039 -0.119 -0.027
H 1.519581 -0.546586 2.743908 -0.246 0.091 -0.199
```
Forces are in eV/Å.

Computed properties:
LUMO = -0.112 Eh
Kohn-Sham gap = 11.0 eV
energy relative to the best compared isomer or geometry (same formula, charge and spin) = 0.734 eV
energy = -285.5384 hartree
E_HOMO = -14.0 eV
charge = +1

Here are the Mulliken charges for atoms 1 to 8, given in e: C -0.7954; N -0.1994; C 0.2638; N -0.2402; H 0.2948; H 0.3140; H 0.3331; H 0.2384

---

3.
This record from the OMol25 dataset describes a 2-piece molecular cluster, C3H12N3 overall. The level of theory is ωB97M-V with the def2-TZVPD basis set.

Structure (XYZ):
```
18
Properties=species:S:1:pos:R:3:forces:R:3
C 2.489120 0.984832 1.344341 -0.568 0.102 0.301
C 1.551623 -0.175170 1.072231 0.183 -0.155 -0.290
N 0.456412 0.289092 0.151752 -0.178 -0.060 -0.079
H 3.310649 0.692652 1.991289 0.114 -0.125 -0.147
H 2.860703 1.400723 0.408087 0.206 -0.044 0.062
H 1.944189 1.765936 1.875777 0.052 0.147 -0.010
H 2.074185 -0.985748 0.566502 -0.122 -0.046 -0.035
H 1.055463 -0.587344 1.947858 0.124 0.132 0.127
H -0.039464 1.085057 0.557766 0.078 0.112 -0.123
H -0.286370 -0.421998 -0.041358 0.014 -0.109 0.097
H 0.831547 0.581958 -0.750916 -0.021 0.134 0.037
N -1.985383 -1.204409 -0.415850 0.244 -0.007 0.292
C -2.208291 -0.632400 -1.678888 -0.522 -0.240 -0.068
N -2.324006 0.619568 -1.776558 -0.384 -0.119 0.209
H -2.560801 -0.734675 0.275534 0.115 0.077 0.040
H -2.151585 -2.200020 -0.350511 0.098 -0.017 -0.235
H -2.298289 -1.349191 -2.498357 -0.029 0.033 0.009
H -2.719704 0.871136 -2.678700 0.595 0.186 -0.187
```
Forces are in eV/Å.

Computed properties:
LUMO = -0.112 Eh
Kohn-Sham gap = 10.8 eV
energy relative to the best compared isomer or geometry (same formula, charge and spin) = 0.854 eV
energy = -285.5340 hartree
E_HOMO = -13.8 eV
charge = +1

Here are the Mulliken charges for atoms 1 to 8, given in e: C -1.1032; C -0.3801; N -0.2734; H 0.3488; H 0.3483; H 0.3535; H 0.3376; H 0.3435

---

4.
This record from the OMol25 dataset describes C3H12N3O as an isolated structure. The level of theory is ωB97M-V with the def2-TZVPD basis set.

Structure (XYZ):
```
19
Properties=species:S:1:pos:R:3:forces:R:3
C -1.526517 0.275639 0.507802 0.678 3.325 -1.750
C -0.159696 0.978691 0.726530 1.616 -2.027 -0.380
C 1.485704 -0.035846 0.371398 -4.586 0.779 -0.547
N -1.219940 -0.679128 -0.572385 -1.797 0.757 -1.721
N 0.015709 1.941861 -0.261858 -0.571 1.129 -1.108
N 1.035228 -1.474583 0.101895 3.045 2.519 -1.730
O 2.068448 0.513822 -0.706490 -1.171 -0.346 -0.194
H -2.253902 1.211978 0.140240 1.348 -2.667 0.931
H -1.951513 -0.101774 1.406754 -0.222 -0.863 0.421
H -0.065175 1.335741 1.716806 0.309 0.270 1.122
H 1.987512 0.081776 1.248269 1.804 -0.128 2.254
H -2.000384 -1.309211 -0.756611 0.129 -0.035 0.015
H -1.115743 -0.121702 -1.461255 -0.207 -0.775 1.094
H -0.929051 2.116695 -0.690481 1.940 1.175 0.474
H 0.700835 2.689111 0.015357 -1.667 -0.568 -0.903
H 1.939230 -1.826176 -0.319328 -1.800 -0.717 0.589
H 0.684601 -1.839885 0.938984 0.189 -1.438 1.665
H 0.069782 -1.225181 -0.431468 0.056 -0.803 -0.281
H 1.267512 0.920989 -1.167718 0.908 0.413 0.050
```
Forces are in eV/Å.

Computed properties:
LUMO = -0.111 Eh
Kohn-Sham gap = 10.5 eV
energy relative to the best compared isomer or geometry (same formula, charge and spin) = 4.045 eV
energy = -360.6861 hartree
E_HOMO = -13.5 eV
charge = +1

Here are the Mulliken charges for atoms 1 to 8, given in e: C -0.9205; C 0.1110; C -0.6068; N -0.4877; N -0.6287; N -0.3346; O -0.4964; H 0.2904

---

5.
This record from the OMol25 dataset describes a 2-piece molecular cluster, C3H12N3O overall. The level of theory is ωB97M-V with the def2-TZVPD basis set.

Structure (XYZ):
```
19
Properties=species:S:1:pos:R:3:forces:R:3
C -1.578061 0.492325 0.285203 -0.920 0.523 2.252
C 0.685020 0.677496 1.271832 1.067 0.842 -1.218
N -0.300405 -0.051526 0.796529 -1.207 -1.363 -1.033
N 0.462243 1.778907 1.977176 -0.011 0.924 0.761
N 1.946620 0.482962 0.783141 -1.595 -0.788 0.163
H -0.180001 -0.986479 0.407696 0.835 0.330 0.069
H -2.318539 -0.271706 0.001928 0.859 -0.103 0.195
H -1.458868 1.174872 -0.544019 0.321 0.230 -0.086
H -0.280275 1.950832 2.636115 -0.378 -0.588 -0.314
H 1.066746 2.579164 1.890607 0.440 -0.266 -0.068
H 1.896727 -0.204238 0.040872 0.851 0.076 0.076
H 2.783361 0.578947 1.336883 -0.073 0.042 0.049
H -2.003687 0.991036 1.179638 -0.274 0.165 -0.977
C -0.556779 -1.296078 -2.871546 3.473 0.930 -0.104
O -0.517800 -1.858959 -1.571411 -0.090 -0.792 0.326
H -0.017797 -2.679250 -1.650507 -0.181 -0.087 0.221
H -0.782919 -1.956493 -3.684762 -1.622 -0.366 -0.091
H 0.537986 -1.138490 -3.191533 -1.200 0.617 0.552
H -1.040187 -0.328905 -2.742299 -0.295 -0.327 -0.772
```
Forces are in eV/Å.

Computed properties:
LUMO = -0.110 Eh
Kohn-Sham gap = 10.8 eV
energy relative to the best compared isomer or geometry (same formula, charge and spin) = 1.860 eV
energy = -360.7664 hartree
E_HOMO = -13.8 eV
charge = +1

Here are the Mulliken charges for atoms 1 to 8, given in e: C -0.9504; C 0.6487; N -0.1926; N -0.3834; N -0.3723; H 0.3324; H 0.3056; H 0.3227

---

6.
This record from the OMol25 dataset describes a 2-piece molecular cluster, C3H12N3S overall. The level of theory is ωB97M-V with the def2-TZVPD basis set.

Structure (XYZ):
```
19
Properties=species:S:1:pos:R:3:forces:R:3
C 1.988606 -1.779719 -2.223313 -2.971 -0.082 -1.126
C 0.058364 1.365913 1.840198 1.147 -0.606 -0.244
C 1.108321 -1.533515 -1.031949 -0.141 -2.408 0.688
N -2.097287 2.105581 0.803720 1.951 -3.705 -0.429
N 0.288066 -0.605597 -0.810032 -0.317 0.606 -0.258
N -1.532238 -0.452443 1.091108 -0.830 -3.676 -2.218
S -1.687546 0.863957 1.891795 0.377 2.533 -0.385
H 2.649053 -2.567102 -2.008747 0.342 -1.639 -0.150
H 2.648006 -1.006003 -2.415285 0.996 2.146 -0.421
H 1.301462 -1.895114 -3.188926 1.598 -0.160 2.077
H 0.798159 0.904195 2.535541 -1.157 0.190 0.009
H 0.082472 2.485293 1.934897 0.163 -1.307 -0.388
H 0.326934 0.864369 0.854576 0.050 1.577 0.955
H 1.033412 -2.392554 -0.268897 0.415 1.263 -1.037
H -2.725088 2.729919 1.101554 -3.056 2.780 1.423
H -1.363051 2.488600 0.248984 0.461 0.176 -0.289
H 0.256398 0.139936 -1.497777 0.202 0.053 -0.355
H -0.782799 -0.596366 0.204600 -0.425 0.641 1.235
H -2.351242 -1.119352 0.937954 1.195 1.619 0.913
```
Forces are in eV/Å.

Computed properties:
LUMO = -0.104 Eh
Kohn-Sham gap = 11.4 eV
energy relative to the best compared isomer or geometry (same formula, charge and spin) = 3.613 eV
energy = -683.6339 hartree
E_HOMO = -14.2 eV
charge = +1

Here are the Mulliken charges for atoms 1 to 8, given in e: C -1.0675; C -0.6243; C 0.0939; N -0.3987; N -0.5261; N -0.3868; S 0.3793; H 0.3360

---

7.
This record from the OMol25 dataset describes a 2-piece molecular cluster, C3H12N3S overall. The level of theory is ωB97M-V with the def2-TZVPD basis set.

Structure (XYZ):
```
19
Properties=species:S:1:pos:R:3:forces:R:3
N 0.904013 -1.270920 2.371930 -0.682 0.099 -0.197
C 0.046316 -1.725073 1.479346 0.228 0.015 0.320
N -1.207080 -1.371957 1.473081 0.161 -0.343 0.201
H 0.553526 -0.660970 3.095588 0.303 0.162 0.074
H 1.896655 -1.315862 2.230949 0.172 -0.351 0.073
H 0.385092 -2.468044 0.767967 0.046 0.280 -0.286
H -1.831508 -1.699269 0.751547 -0.058 -0.056 -0.070
H -1.569038 -0.760558 2.187147 -0.212 0.177 -0.069
C 0.334584 1.095803 -0.637854 0.007 -0.027 -0.407
C -0.532646 0.959278 -1.884098 -0.271 0.185 0.555
S -1.848426 -0.307137 -1.593878 0.500 0.453 -0.716
N 1.441370 2.019522 -0.890636 -0.057 -0.401 0.503
H -0.284278 1.483907 0.175582 0.069 0.006 0.040
H 0.664572 0.084194 -0.372023 0.111 -0.085 0.194
H -1.002153 1.922086 -2.075948 -0.023 -0.067 -0.152
H 0.055494 0.667803 -2.750366 0.041 -0.083 0.040
H -2.039730 -0.449616 -2.919039 -0.301 -0.280 0.323
H 1.873897 2.274310 -0.004511 -0.091 0.149 -0.227
H 2.159340 1.522502 -1.404784 0.056 0.168 -0.199
```
Forces are in eV/Å.

Computed properties:
LUMO = -0.142 Eh
Kohn-Sham gap = 8.6 eV
energy relative to the best compared isomer or geometry (same formula, charge and spin) = 1.431 eV
energy = -683.7141 hartree
E_HOMO = -12.5 eV
charge = +1

Here are the Mulliken charges for atoms 1 to 8, given in e: N -0.3194; C 0.2011; N -0.2847; H 0.2181; H 0.2595; H 0.3895; H 0.2600; H 0.2096

---

8.
This record from the OMol25 dataset describes a 2-piece molecular cluster, C3H12N3S overall. The level of theory is ωB97M-V with the def2-TZVPD basis set.

Structure (XYZ):
```
19
Properties=species:S:1:pos:R:3:forces:R:3
S -0.377460 -1.350301 -0.021683 -0.277 -0.172 -0.184
C 0.565957 -3.983730 0.113118 -0.169 -0.084 0.221
C 0.843501 -2.614762 -0.491822 0.758 0.023 -0.354
H -1.447420 -1.967209 -0.566741 0.116 0.258 0.149
H 0.529472 -3.917525 1.213524 -0.010 -0.093 -0.448
H 1.361243 -4.693467 -0.170447 -0.325 0.289 0.079
H -0.399984 -4.375068 -0.248011 0.386 0.075 0.169
H 1.806063 -2.211614 -0.122507 -0.442 -0.197 -0.231
H 0.902407 -2.668095 -1.595962 -0.041 0.112 0.608
C -0.378379 2.778173 0.189058 0.019 -0.229 -0.148
N -0.385215 4.110515 0.217038 -0.005 0.449 0.041
N -0.517044 2.087221 1.320113 -0.035 -0.016 0.297
N -0.232870 2.136793 -0.970000 0.029 0.195 -0.218
H -0.278772 4.640920 -0.651212 -0.099 -0.235 0.799
H -0.496914 4.602862 1.106792 0.100 -0.192 -0.809
H -0.628742 2.579578 2.209856 0.075 -0.553 -0.613
H -0.511795 1.064461 1.298631 -0.018 0.583 0.138
H -0.227621 1.114042 -0.991493 0.011 0.336 -0.100
H -0.126426 2.667207 -1.838250 -0.076 -0.548 0.604
```
Forces are in eV/Å.

Computed properties:
LUMO = -0.110 Eh
Kohn-Sham gap = 9.7 eV
energy relative to the best compared isomer or geometry (same formula, charge and spin) = 0.000 eV
energy = -683.7667 hartree
E_HOMO = -12.7 eV
charge = +1

Here are the Mulliken charges for atoms 1 to 8, given in e: S -0.3921; C -0.9635; C -0.3894; H 0.1535; H 0.2945; H 0.3234; H 0.2934; H 0.3127

---

9.
This record from the OMol25 dataset describes C3H12N4 as an isolated structure. The level of theory is ωB97M-V with the def2-TZVPD basis set.

Structure (XYZ):
```
19
Properties=species:S:1:pos:R:3:forces:R:3
C 1.632096 -0.823296 -0.822748 -0.130 -0.185 0.167
C 1.272802 -0.138295 1.435354 -0.040 -0.118 -0.140
N 0.666759 -0.602357 0.218230 -0.847 -0.561 0.384
H -1.503501 -0.438343 -2.135823 0.259 0.169 -0.108
H 2.166225 0.109878 -1.085414 -0.036 -0.024 0.030
H 0.511693 -0.039197 2.219070 0.021 0.033 0.017
H 1.132105 -1.179570 -1.728127 0.062 -0.028 -0.001
H 2.414388 -1.559845 -0.565095 -0.016 -0.006 -0.047
H 1.753619 0.850331 1.305350 0.003 -0.032 0.033
H 2.049336 -0.811718 1.840509 -0.008 0.029 0.011
C -1.513904 0.372164 -0.314407 -0.413 -0.225 -0.057
N -1.818587 -0.814488 0.229316 -0.568 0.611 -0.336
N -1.499998 1.552118 0.379972 -0.007 -0.194 -0.231
N -1.377317 0.449326 -1.674409 -0.219 0.039 1.143
H -1.198556 1.486738 1.340138 -0.023 -0.122 -0.074
H -1.108729 2.349945 -0.097281 -0.110 -0.005 -0.011
H -0.581548 -1.173925 0.362469 2.028 0.784 -0.674
H -2.265526 -0.721270 1.134343 0.079 0.149 0.040
H -0.731358 1.131805 -2.041446 -0.037 -0.311 -0.148
```
Forces are in eV/Å.

Computed properties:
LUMO = 0.027 Eh
Kohn-Sham gap = 7.6 eV
energy relative to the best compared isomer or geometry (same formula, charge and spin) = 2.117 eV
energy = -340.4526 hartree
E_HOMO = -6.9 eV
charge = 0

Here are the Mulliken charges for atoms 1 to 8, given in e: C -1.1163; C -1.1066; N -0.1531; H 0.2676; H 0.2881; H 0.2908; H 0.2853; H 0.3076

---

10.
This record from the OMol25 dataset describes C3H12N4 as an isolated structure. The level of theory is ωB97M-V with the def2-TZVPD basis set.

Structure (XYZ):
```
19
Properties=species:S:1:pos:R:3:forces:R:3
C 0.587590 -0.677111 -1.176528 -1.176 0.955 -5.140
C -0.349216 1.545328 1.917596 0.530 -0.925 0.893
C -0.261765 -1.943628 -1.139437 0.136 0.124 0.908
N 0.067686 0.475579 -1.619302 1.264 -2.111 0.691
N 0.296741 0.993746 0.752348 0.458 -1.584 -1.480
N 1.937081 -0.937153 -1.553185 0.353 0.175 0.848
N -1.625716 0.878006 2.118487 -0.078 0.018 0.009
H -0.928645 0.531292 -1.422115 0.064 -0.028 0.283
H 1.179966 1.475305 0.591769 -0.100 -0.121 -0.094
H 0.572533 -0.209372 0.261698 -1.112 3.686 3.081
H 2.435734 -0.084174 -1.773192 -0.186 0.014 -0.064
H 2.026511 -1.585986 -2.325802 -0.154 -0.085 0.202
H -2.194287 0.961604 1.283270 0.041 0.073 -0.030
H -2.140976 1.305552 2.879604 0.056 -0.058 -0.013
H -0.440167 2.639276 1.776243 0.147 -0.264 -0.288
H 0.251932 1.404321 2.831495 -0.274 0.056 0.098
H -1.204312 -1.747779 -0.627924 0.012 -0.092 0.025
H 0.277535 -2.737572 -0.622672 -0.126 -0.040 0.054
H -0.488227 -2.287236 -2.152352 0.145 0.207 0.018
```
Forces are in eV/Å.

Computed properties:
LUMO = 0.005 Eh
Kohn-Sham gap = 8.4 eV
energy relative to the best compared isomer or geometry (same formula, charge and spin) = 3.770 eV
energy = -340.3919 hartree
E_HOMO = -8.2 eV
charge = 0

Here are the Mulliken charges for atoms 1 to 8, given in e: C 0.7174; C -0.4080; C -1.2582; N -0.6210; N -0.4044; N -0.5630; N -0.5637; H 0.2491